[1]
This record from the Open Molecules 2025 dataset describes a structure of composition C40H66BrClNO42S10 in a non-equilibrium geometry. The level of theory is wB97M-V/def2-TZVPD.

As for the LUMO energy: -2.5 eV. As for the total charge: +1. Its molecular weight is 1668.96 g/mol. For the electronic energy, the calculation gives -11793.87772 Ha. The largest force on an atom comes out at 6.5 eV/A. The calculation puts the HOMO energy at -10.945 eV. Its HOMO-LUMO gap is 8.425 eV.

Element x y z (Å)
1 C 0.663 2.364 1.444
2 C 0.650 1.721 0.399
3 C 0.416 0.944 -0.966
4 C -1.129 0.558 -1.049
5 C -1.897 1.303 -2.259
6 N -3.358 1.130 -1.980
7 C -4.194 2.008 -2.896
8 C -4.757 3.297 -2.196
9 C -4.667 4.598 -2.981
10 C -5.221 5.885 -2.416
11 C -5.864 5.936 -1.040
12 C -5.940 4.639 -0.250
13 C -6.589 4.577 1.186
14 C -5.384 3.340 -0.833
15 C -3.846 -0.271 -2.145
16 C -3.006 -1.372 -1.364
17 Br -3.692 -1.438 0.531
18 C -3.053 -2.790 -2.086
19 C -4.497 -3.244 -2.584
20 O -5.578 -2.899 -1.687
21 C -6.680 -2.337 -2.359
22 C -7.452 -1.172 -1.567
23 O -7.107 -2.680 -3.442
24 C -1.404 -0.998 -1.230
25 Cl -0.810 -1.813 0.319
26 H 0.344 2.962 2.346
27 H 0.673 1.639 -1.829
28 H 1.052 0.005 -0.949
29 H -1.652 0.900 -0.096
30 H -1.628 0.763 -3.233
31 H -1.587 2.391 -2.352
32 H -3.531 1.429 -1.006
33 H -3.522 2.352 -3.748
34 H -5.023 1.386 -3.372
35 H -4.202 4.658 -4.017
36 H -5.156 6.852 -3.030
37 H -6.260 6.907 -0.629
38 H -7.203 5.506 1.430
39 H -7.300 3.687 1.238
40 H -5.775 4.373 1.949
41 H -5.468 2.414 -0.192
42 H -3.995 -0.576 -3.238
43 H -4.900 -0.292 -1.698
44 H -2.409 -2.686 -3.028
45 H -2.545 -3.546 -1.417
46 H -4.628 -2.888 -3.649
47 H -4.475 -4.388 -2.634
48 H -7.583 -0.259 -2.219
49 H -8.425 -1.565 -1.132
50 H -6.809 -0.864 -0.681
51 H -0.798 -1.441 -2.082
52 C 4.341 2.799 -0.663
53 C 5.516 1.903 -1.006
54 O 5.010 0.994 -1.993
55 S 3.892 1.749 -2.880
56 O 4.505 2.213 -4.078
57 O 2.705 0.953 -2.880
58 O 3.661 3.017 -1.904
59 H 3.649 2.301 0.021
60 H 4.659 3.747 -0.230
61 H 5.892 1.361 -0.140
62 H 6.331 2.475 -1.456
63 C -5.558 -5.161 1.840
64 C -4.775 -4.094 2.586
65 O -4.703 -4.560 3.932
66 S -4.656 -6.181 3.932
67 O -3.292 -6.589 4.046
68 O -5.679 -6.659 4.795
69 O -5.124 -6.402 2.391
70 H -6.632 -5.063 2.024
71 H -5.371 -5.134 0.766
72 H -5.256 -3.118 2.542
73 H -3.754 -4.014 2.201
74 C 0.028 -8.475 4.417
75 C -0.668 -8.749 5.740
76 O -0.601 -10.164 5.909
77 S 0.765 -10.712 5.236
78 O 1.744 -10.858 6.263
79 O 0.429 -11.766 4.336
80 O 1.135 -9.388 4.374
81 H -0.629 -8.696 3.572
82 H 0.378 -7.449 4.343
83 H -1.704 -8.410 5.742
84 H -0.131 -8.282 6.571
85 C -10.210 4.863 -4.144
86 C -9.408 5.907 -3.388
87 O -9.310 5.402 -2.055
88 S -9.268 3.786 -2.103
89 O -7.904 3.370 -2.027
90 O -10.274 3.283 -1.232
91 O -9.765 3.604 -3.632
92 H -11.279 4.957 -3.935
93 H -10.046 4.916 -5.220
94 H -9.887 6.885 -3.395
95 H -8.395 5.996 -3.791
96 C -1.381 7.032 -5.985
97 C -2.352 6.052 -6.620
98 O -3.628 6.391 -6.072
99 S -3.676 7.987 -5.793
100 O -4.328 8.615 -6.890
101 O -4.072 8.195 -4.439
102 O -2.089 8.271 -5.917
103 H -1.123 6.731 -4.966
104 H -0.469 7.147 -6.570
105 H -2.101 5.015 -6.398
106 H -2.402 6.189 -7.703
107 C 10.677 4.332 -1.066
108 C 9.794 4.790 -2.211
109 O 8.774 3.791 -2.310
110 S 8.470 3.200 -0.838
111 O 7.325 3.873 -0.311
112 O 8.574 1.780 -0.895
113 O 9.779 3.783 -0.095
114 H 11.359 3.541 -1.386
115 H 11.251 5.152 -0.635
116 H 10.340 4.877 -3.149
117 H 9.311 5.744 -1.983
118 C 14.062 5.481 2.569
119 C 14.377 6.877 2.062
120 O 15.236 6.677 0.939
121 S 14.836 5.290 0.206
122 O 13.982 5.596 -0.896
123 O 16.007 4.495 0.077
124 O 13.923 4.677 1.395
125 H 14.889 5.079 3.161
126 H 13.147 5.453 3.160
127 H 14.866 7.493 2.816
128 H 13.474 7.383 1.710
129 C 4.764 -5.693 3.827
130 C 5.411 -7.067 3.804
131 O 4.561 -7.888 4.606
132 S 3.034 -7.377 4.457
133 O 2.379 -8.192 3.488
134 O 2.503 -7.156 5.760
135 O 3.358 -5.938 3.778
136 H 4.986 -5.167 4.760
137 H 5.072 -5.077 2.982
138 H 6.424 -7.056 4.204
139 H 5.425 -7.481 2.792
140 C -7.750 -5.336 9.194
141 C -8.975 -5.903 8.497
142 O -8.568 -6.109 7.143
143 S -6.992 -6.490 7.116
144 O -6.876 -7.906 7.040
145 O -6.333 -5.614 6.208
146 O -6.639 -6.035 8.632
147 H -7.628 -4.271 8.976
148 H -7.785 -5.482 10.273
149 H -9.829 -5.229 8.543
150 H -9.254 -6.873 8.917
151 C 9.054 -1.559 -2.215
152 C 9.089 -1.596 -3.733
153 O 10.243 -0.836 -4.093
154 S 11.374 -1.013 -2.947
155 O 12.288 -2.019 -3.371
156 O 11.792 0.281 -2.524
157 O 10.419 -1.649 -1.804
158 H 8.652 -0.609 -1.852
159 H 8.475 -2.381 -1.796
160 H 8.192 -1.169 -4.180
161 H 9.228 -2.616 -4.100



[2]
This record from the Open Molecules 2025 dataset describes a structure of composition C32H34I2N6O6PRu in a non-equilibrium geometry. The level of theory is wB97M-V/def2-TZVPD.

As for the LUMO energy (spin up / spin down): -5.1 / -7.2 eV. The expectation value of S² is 8.77. Its energy above the lowest of the compared OMol25 structures with the same formula, charge and spin is 0.3806 eV. As for the total charge: +2. Its molecular weight is 984.51 g/mol. For the electronic energy, the calculation gives -3051.04946 Ha. The largest force on an atom comes out at 1.5 eV/A. As for the spin multiplicity: 6. The calculation puts the HOMO energy (spin up / spin down) at -11.631 / -11.620 eV. Its HOMO-LUMO gap (spin up / spin down) is 6.519 / 4.399 eV.

Element x y z (Å)
1 Ru -1.417 -0.245 -1.456
2 I -1.474 4.977 -0.656
3 C -0.005 3.805 -1.540
4 C 1.233 4.378 -1.850
5 C 2.240 3.627 -2.416
6 I 4.044 4.556 -2.836
7 C 2.037 2.237 -2.687
8 C 2.991 1.376 -3.265
9 C 2.692 0.051 -3.459
10 C 1.440 -0.426 -3.062
11 N 0.520 0.361 -2.530
12 C 0.798 1.673 -2.351
13 C -0.262 2.456 -1.783
14 O -1.388 1.872 -1.519
15 H 1.393 5.426 -1.639
16 H 3.956 1.770 -3.554
17 H 3.406 -0.627 -3.903
18 H 1.184 -1.472 -3.173
19 C 5.863 2.216 1.418
20 C 4.997 1.288 2.231
21 C 5.590 0.485 3.194
22 C 4.826 -0.384 3.944
23 C 3.454 -0.461 3.752
24 C 2.841 0.357 2.814
25 N 1.451 0.313 2.546
26 C 0.436 -0.256 3.276
27 C 0.522 -0.367 4.671
28 C -0.494 -0.943 5.405
29 C -1.647 -1.428 4.785
30 C -1.774 -1.282 3.428
31 C -0.760 -0.693 2.649
32 C -1.026 -0.530 1.219
33 O -2.174 -0.854 0.725
34 O -0.163 -0.054 0.419
35 C 3.611 1.232 2.041
36 C 2.918 2.107 1.026
37 H 6.915 2.045 1.637
38 H 5.645 3.264 1.640
39 H 5.718 2.072 0.345
40 H 6.660 0.536 3.349
41 H 5.305 -1.022 4.675
42 H 2.869 -1.183 4.304
43 H 1.176 0.574 1.622
44 H 1.388 0.032 5.177
45 H -0.392 -1.010 6.481
46 H -2.429 -1.901 5.362
47 H -2.659 -1.651 2.927
48 H 2.092 2.665 1.478
49 H 2.497 1.517 0.200
50 H 3.602 2.832 0.591
51 N -4.338 0.474 1.216
52 C -3.976 1.635 0.336
53 P -4.424 1.142 -1.381
54 O -5.904 0.953 -1.378
55 O -3.531 -0.014 -1.788
56 C -4.174 2.592 -2.506
57 N -5.557 2.977 -2.970
58 H -3.532 -0.231 1.184
59 H -5.211 0.043 0.902
60 H -4.463 0.767 2.185
61 H -2.915 1.847 0.462
62 H -4.563 2.500 0.638
63 H -3.577 2.291 -3.363
64 H -3.685 3.437 -2.027
65 H -6.196 2.267 -2.516
66 H -5.658 2.936 -3.982
67 H -5.824 3.912 -2.667
68 N -0.028 -7.427 -1.705
69 C -1.148 -6.719 -1.973
70 O -2.230 -7.201 -2.217
71 C -1.013 -5.212 -1.924
72 C -0.218 -4.543 -1.001
73 C -0.245 -3.163 -0.974
74 N -0.996 -2.446 -1.821
75 C -1.758 -3.094 -2.719
76 C -1.801 -4.468 -2.794
77 H -0.084 -8.432 -1.766
78 H 0.880 -7.001 -1.679
79 H 0.389 -5.080 -0.285
80 H 0.340 -2.603 -0.254
81 H -2.357 -2.483 -3.383
82 H -2.452 -4.967 -3.499



[3]
This record from the Open Molecules 2025 dataset describes an isolated molecule of C5H8N2S in a non-equilibrium geometry. The level of theory is wB97M-V/def2-TZVPD.

As for the LUMO energy: 0.6 eV. Its energy above the lowest of the compared OMol25 structures with the same formula, charge and spin is 5.7380 eV. As for the total charge: 0. Its molecular weight is 128.20 g/mol. For the electronic energy, the calculation gives -702.81916 Ha. The largest force on an atom comes out at 4.3 eV/A. The calculation puts the HOMO energy at -8.831 eV. As for the SMILES: S[C@@H]1[C@H]2CC=NN[C@H]12. Its HOMO-LUMO gap is 9.471 eV.

Element x y z (Å)
1 S 2.267 -1.947 0.831
2 C 0.677 -1.335 0.404
3 C 0.601 -0.196 -0.552
4 C -0.510 0.287 -1.493
5 C -0.858 1.722 -0.857
6 N -0.766 2.096 0.449
7 N -0.126 1.145 1.337
8 C -0.154 -0.243 0.859
9 H 1.956 -2.843 1.952
10 H 0.185 -2.319 0.131
11 H 1.428 0.500 -0.629
12 H -1.618 -0.224 -1.257
13 H -0.267 0.276 -2.604
14 H -1.122 2.526 -1.538
15 H -0.562 1.130 2.377
16 H -1.130 -0.577 0.589



[4]
This record from the Open Molecules 2025 dataset describes a structure of composition C27H18ClN3O5RbS5 in a non-equilibrium geometry. The level of theory is wB97M-V/def2-TZVPD.

As for the LUMO energy: 1.4 eV. Its energy above the lowest of the compared OMol25 structures with the same formula, charge and spin is 1.8023 eV. As for the total charge: -1. Its molecular weight is 745.71 g/mol. For the electronic energy, the calculation gives -4055.53867 Ha. The largest force on an atom comes out at 1.5 eV/A. The calculation puts the HOMO energy at -4.151 eV. Its HOMO-LUMO gap is 5.585 eV.

Element x y z (Å)
1 Rb -0.388 0.056 0.705
2 O -0.915 4.587 0.985
3 C -1.060 3.311 0.591
4 O -0.129 2.619 0.283
5 C -2.489 2.867 0.584
6 C -3.552 3.763 0.655
7 C -4.829 3.241 0.740
8 C -5.005 1.866 0.724
9 C -3.882 1.055 0.579
10 N -2.662 1.559 0.530
11 C -3.915 -0.451 0.493
12 O -5.124 -1.026 0.358
13 O -2.929 -1.124 0.561
14 H 0.031 4.784 0.987
15 H -3.370 4.827 0.652
16 H -5.687 3.892 0.834
17 H -6.002 1.459 0.839
18 H -5.806 -0.372 0.179
19 Cl 3.993 3.251 6.395
20 C 2.850 2.469 5.324
21 C 1.490 2.807 5.416
22 C 0.586 2.173 4.614
23 C 0.944 1.128 3.682
24 O 0.052 0.548 3.017
25 C 2.366 0.848 3.582
26 C 2.953 -0.067 2.646
27 N 2.345 -0.881 1.859
28 C 3.063 -1.722 1.023
29 C 4.369 -2.131 1.246
30 C 5.072 -2.924 0.328
31 C 4.473 -3.377 -0.815
32 C 3.109 -3.091 -1.035
33 C 2.389 -3.647 -2.116
34 C 1.050 -3.410 -2.240
35 C 0.433 -2.568 -1.296
36 N 1.075 -2.011 -0.300
37 C 2.391 -2.267 -0.127
38 C 3.269 1.540 4.416
39 H 1.177 3.569 6.120
40 H -0.468 2.418 4.676
41 H 4.051 -0.005 2.618
42 H 4.871 -1.832 2.157
43 H 6.106 -3.176 0.529
44 H 5.012 -3.976 -1.539
45 H 2.912 -4.279 -2.825
46 H 0.471 -3.860 -3.035
47 H -0.632 -2.354 -1.353
48 H 4.327 1.313 4.345
49 C -2.652 -2.944 -4.350
50 S -3.409 -1.368 -4.869
51 C -1.958 -0.409 -5.072
52 C -1.532 0.569 -4.221
53 S -2.290 1.142 -2.823
54 S 0.032 1.269 -4.721
55 C 0.307 0.346 -6.160
56 S 1.630 0.509 -7.127
57 S -0.972 -0.764 -6.484
58 H -3.436 -3.700 -4.362
59 H -2.240 -2.838 -3.348
60 H -1.871 -3.212 -5.058